#one
# C3H2Br2O

A structure of composition C3H2Br2O (ωB97M-V/def2-TZVPD, OMol25).

Geometry as XYZ:
```
8
C3H2Br2O (ωB97M-V/def2-TZVPD)
Br 1.65 1.88 -0.69
Br 1.81 -0.79 0.94
O 1.79 -0.59 -1.76
C -1.89 -0.64 0.24
C 1.77 0.00 -0.76
C -1.61 0.38 0.84
H -2.13 -1.52 -0.19
H -1.40 1.28 1.38
```

Its molar mass is 213.9 g mol⁻¹. The highest occupied orbital energy comes out at -10.67 eV. The orbital gap is 10.85 eV. Its LUMO energy is 0.18 eV.

***

#two
# C3H2Br2O

The molecule C3H2Br2O (ωB97M-V/def2-TZVPD, OMol25).

Geometry as XYZ:
```
8
C3H2Br2O (ωB97M-V/def2-TZVPD)
Br -0.85 1.57 -1.61
Br 2.46 2.10 0.34
O 0.69 1.02 3.32
C 0.86 0.97 2.15
C 0.80 1.07 0.83
C -0.04 0.37 -0.21
H 0.50 -0.57 -0.73
H -0.90 -0.09 0.48
```

Its molar mass is 213.9 g mol⁻¹. The highest occupied orbital energy comes out at -9.34 eV. The orbital gap is 8.64 eV. As for the structure (SMILES): O=C=C(Br)CBr. Its LUMO energy is -0.69 eV.

***

Last place for stability: #one

***

#one
# C4H5NS3

The molecule C4H5NS3 (ωB97M-V/def2-TZVPD, OMol25).

Geometry as XYZ:
```
13
C4H5NS3 (ωB97M-V/def2-TZVPD)
S 2.33 -1.71 -0.30
S -1.86 0.76 -0.38
S -2.88 -2.07 -0.20
N -0.26 -1.28 0.39
C -0.23 1.49 0.22
C 1.13 0.74 -0.23
C -1.64 -0.98 -0.01
C 0.92 -0.72 -0.10
H 2.13 0.91 0.39
H -0.22 -2.21 0.74
H 1.19 0.90 -1.40
H -0.37 1.77 1.32
H -0.25 2.40 -0.44
```

Its molar mass is 163.3 g mol⁻¹. The highest occupied orbital energy comes out at -8.88 eV. The orbital gap is 7.94 eV. As for the structure (SMILES): S=C1CCSC(=S)N1. Its LUMO energy is -0.94 eV.

***

#two
# C4H5NS3

The molecule C4H5NS3 (ωB97M-V/def2-TZVPD, OMol25).

Geometry as XYZ:
```
13
C4H5NS3 (ωB97M-V/def2-TZVPD)
S -2.57 -1.10 -0.46
S -0.99 2.20 -0.02
S 3.24 -0.50 -0.20
N 0.67 0.02 0.15
C 1.93 0.46 -0.15
C -1.22 -0.63 0.65
C 0.16 -1.31 0.48
C -0.55 0.68 0.23
H -2.86 -2.25 0.16
H 0.64 -1.73 1.38
H -1.59 -0.59 1.68
H 0.22 -2.03 -0.36
H 1.97 1.52 -0.32
```

Its molar mass is 163.3 g mol⁻¹. The highest occupied orbital energy comes out at -8.95 eV. The orbital gap is 7.93 eV. As for the structure (SMILES): S=CN1C[C@H](S)C1=S. Its LUMO energy is -1.01 eV.

***

#three
# C4H5NS3

The molecule C4H5NS3 (ωB97M-V/def2-TZVPD, OMol25).

Geometry as XYZ:
```
13
C4H5NS3 (ωB97M-V/def2-TZVPD)
S 1.90 1.45 -0.99
S 2.78 -1.22 -0.34
S -0.72 -1.50 -0.86
N -2.01 -0.40 -1.12
C 0.23 -0.43 0.33
C -1.84 0.63 -0.36
C -0.73 0.80 0.57
C 1.52 0.00 -0.32
H -0.18 1.76 0.43
H -2.58 1.40 -0.50
H 0.46 -0.99 1.25
H 2.22 -2.28 0.29
H -1.06 0.77 1.63
```

Its molar mass is 163.3 g mol⁻¹. The highest occupied orbital energy comes out at -8.83 eV. The orbital gap is 8.25 eV. As for the structure (SMILES): S=C(S)[C@H]1CC=NS1. Its LUMO energy is -0.58 eV.

***

Last place for stability: #one

***

#one
# C6H12N

The molecule C6H12N (ωB97M-V/def2-TZVPD, OMol25).

Geometry as XYZ:
```
19
C6H12N (ωB97M-V/def2-TZVPD)
N -0.16 1.75 0.51
C -0.69 1.14 -1.74
C 0.95 -0.29 -0.40
C 0.42 -1.41 0.51
C 0.01 0.86 -0.61
C -0.87 -2.05 -0.04
C 0.54 1.81 1.59
H 1.30 1.03 1.76
H 0.33 2.64 2.25
H -0.86 2.48 0.37
H 1.16 -0.69 -1.35
H -0.56 0.45 -2.63
H -0.71 -2.47 -1.08
H 1.24 -2.18 0.66
H -1.17 -2.82 0.63
H -1.36 2.03 -1.81
H 1.94 0.10 -0.07
H -1.73 -1.33 -0.06
H 0.23 -1.05 1.51
```

Its molar mass is 98.2 g mol⁻¹. The highest occupied orbital energy (spin up / spin down) comes out at -5.58 / -8.88 eV. The spin multiplicity is 2. The orbital gap (spin up / spin down) is 6.67 / 9.92 eV. The expectation value of S² is 0.763. Its LUMO energy (spin up / spin down) is 1.09 / 1.04 eV.

***

#two
# C6H12N

A cluster of 2 separate species, C6H12N in total (ωB97M-V/def2-TZVPD, OMol25).

Geometry as XYZ:
```
19
C6H12N (ωB97M-V/def2-TZVPD)
N 3.34 -2.83 -0.95
C -1.19 1.09 1.22
C -0.93 1.67 -1.43
C 0.15 -0.69 0.60
C -1.09 -0.31 0.79
C 2.90 -2.16 0.10
C -1.72 1.88 -0.05
H -0.54 0.55 -1.16
H 1.97 -1.55 0.00
H 3.19 -2.25 1.16
H 3.93 -3.66 -0.74
H -1.57 1.55 -2.24
H -1.85 2.98 0.21
H -2.82 1.48 -0.15
H -0.21 1.46 1.38
H 0.13 -1.61 -0.12
H 0.01 2.17 -1.62
H -1.95 -0.97 0.87
H -1.76 1.21 2.13
```

Its molar mass is 98.2 g mol⁻¹. The highest occupied orbital energy (spin up / spin down) comes out at -9.41 / -9.64 eV. The spin multiplicity is 2. The orbital gap (spin up / spin down) is 10.53 / 8.50 eV. The expectation value of S² is 0.756. Its LUMO energy (spin up / spin down) is 1.11 / -1.13 eV.

***

Last place for stability: #two

***

#one
# C3H7NO3

A cluster of 2 separate species, C3H7NO3 in total (ωB97M-V/def2-TZVPD, OMol25).

Geometry as XYZ:
```
14
C3H7NO3 (ωB97M-V/def2-TZVPD)
O 1.40 0.14 1.69
O -0.84 -0.32 -1.54
O 1.23 -1.34 0.04
N -0.41 0.88 -1.48
C 0.75 -0.31 0.79
C 0.70 1.18 -0.80
C -0.97 -0.74 1.19
H 0.82 2.22 -0.53
H 0.60 -1.52 -0.68
H -1.71 -1.00 0.44
H 1.62 0.70 -1.09
H -0.74 -1.62 1.79
H -1.14 1.60 -1.56
H -1.31 0.13 1.74
```

Its molar mass is 105.1 g mol⁻¹. The highest occupied orbital energy (spin up / spin down) comes out at -9.37 / -9.37 eV. The orbital gap (spin up / spin down) is 8.40 / 8.40 eV. As for the structure (SMILES): C=[NH+][O-].CC(=O)O. Its LUMO energy (spin up / spin down) is -0.97 / -0.97 eV.

***

#two
# C3H7NO3

A cluster of 3 separate species, C3H7NO3 in total (ωB97M-V/def2-TZVPD, OMol25).

Geometry as XYZ:
```
14
C3H7NO3 (ωB97M-V/def2-TZVPD)
O 0.60 1.00 -1.39
O 5.95 -2.14 0.63
O -2.20 -1.97 0.63
N -2.32 -0.67 0.11
C -0.05 1.84 -0.90
C -0.91 2.58 -0.25
C 5.47 -1.10 0.93
H 5.98 -0.13 0.78
H -1.84 2.12 0.11
H -0.51 3.51 0.09
H -2.43 -1.90 1.51
H 4.49 -1.07 1.49
H -2.84 -0.69 -0.74
H -1.45 -0.37 -0.15
```

Its molar mass is 105.1 g mol⁻¹. The highest occupied orbital energy comes out at -9.62 eV. The orbital gap is 10.10 eV. As for the structure (SMILES): C=C=O.C=O.NO. Its LUMO energy is 0.48 eV.

***

#three
# C3H7NO3

A cluster of 2 separate species, C3H7NO3 in total (ωB97M-V/def2-TZVPD, OMol25).

Geometry as XYZ:
```
14
C3H7NO3 (ωB97M-V/def2-TZVPD)
O -1.73 0.26 -0.04
O 1.77 0.23 -2.19
O -0.06 0.76 1.43
N 1.98 0.05 0.13
C -1.54 -1.15 0.12
C -0.78 1.07 0.44
C 1.55 0.47 -1.04
H -1.22 -1.37 1.14
H -2.49 -1.62 -0.10
H 1.23 0.34 0.99
H 2.72 -0.64 0.15
H 0.45 1.00 -0.75
H -0.78 -1.50 -0.58
H -1.11 2.11 0.31
```

Its molar mass is 105.1 g mol⁻¹. The highest occupied orbital energy comes out at -9.69 eV. The orbital gap is 9.88 eV. As for the structure (SMILES): COC=O.NC=O. Its LUMO energy is 0.19 eV.

***

#four
# C3H7NO3

A cluster of 2 separate species, C3H7NO3 in total (ωB97M-V/def2-TZVPD, OMol25).

Geometry as XYZ:
```
14
C3H7NO3 (ωB97M-V/def2-TZVPD)
O -1.06 -0.15 1.46
O 0.92 1.41 -0.41
O -2.02 -1.00 -0.24
N -1.95 0.11 0.54
C 1.43 0.74 -1.23
C -0.65 0.66 2.36
C 1.23 -0.79 -1.29
H 2.14 1.14 -1.94
H 0.11 0.37 2.94
H 2.18 -1.15 -0.98
H -1.11 1.55 2.54
H 0.43 -1.00 -0.59
H 1.06 -0.94 -2.28
H -2.72 -0.97 -0.88
```

Its molar mass is 105.1 g mol⁻¹. The highest occupied orbital energy (spin up / spin down) comes out at -7.50 / -8.16 eV. The orbital gap (spin up / spin down) is 8.41 / 9.07 eV. Its LUMO energy (spin up / spin down) is 0.92 / 0.90 eV.

***

Last place for stability: #four

***

#one
# C3H7NO3

A cluster of 2 separate species, C3H7NO3 in total (ωB97M-V/def2-TZVPD, OMol25).

Geometry as XYZ:
```
14
C3H7NO3 (ωB97M-V/def2-TZVPD)
O -0.17 2.05 -0.15
O -1.72 -0.22 0.21
O -0.45 -1.78 1.13
N 0.85 1.16 0.04
C 1.40 1.06 1.17
C -0.15 -1.39 -1.26
C -0.69 -1.09 0.18
H -0.99 -1.63 -1.91
H 0.55 -2.21 -1.20
H -0.51 2.37 0.71
H 0.36 -0.51 -1.65
H 0.90 1.26 2.12
H -1.76 0.32 -0.59
H 2.38 0.61 1.19
```

Its molar mass is 105.1 g mol⁻¹. The highest occupied orbital energy comes out at -10.23 eV. The orbital gap is 10.88 eV. As for the structure (SMILES): CC(=O)O.C=NO. Its LUMO energy is 0.65 eV.

***

#two
# C3H7NO3

The molecule C3H7NO3 (ωB97M-V/def2-TZVPD, OMol25).

Geometry as XYZ:
```
14
C3H7NO3 (ωB97M-V/def2-TZVPD)
O 1.32 0.42 2.08
O -0.26 -1.22 -1.94
O 0.75 1.83 0.45
N -1.58 0.08 0.15
C -0.22 -0.35 0.34
C 0.54 -0.58 -0.97
C 0.63 0.67 1.13
H 1.46 -1.13 -0.75
H 1.50 2.38 0.71
H -0.80 -1.87 -1.48
H -0.17 -1.25 0.95
H -1.74 1.07 0.06
H -2.24 -0.36 0.77
H 0.80 0.32 -1.50
```

Its molar mass is 105.1 g mol⁻¹. The highest occupied orbital energy comes out at -9.44 eV. The orbital gap is 10.01 eV. As for the structure (SMILES): N[C@@H](CO)C(=O)O. Its LUMO energy is 0.57 eV.

***

Last place for stability: #one

***

#one
# C4H12NO3

A structure of composition C4H12NO3 (ωB97M-V/def2-TZVPD, OMol25).

Geometry as XYZ:
```
20
C4H12NO3 (ωB97M-V/def2-TZVPD)
O -0.37 -0.61 -0.49
O 1.28 2.56 1.44
O -0.29 0.63 1.42
N -0.20 2.81 -0.63
C -0.88 1.59 -0.64
C -0.21 0.44 0.09
C -0.30 -4.32 0.07
C -0.14 -3.36 -0.86
H 1.13 0.65 -0.12
H 1.81 3.17 1.97
H -0.82 -2.53 -0.70
H 0.45 2.93 0.24
H -0.81 3.57 -0.90
H -1.83 1.78 -0.08
H -1.10 -4.22 0.79
H 0.83 -3.11 -1.28
H 0.30 -5.22 0.06
H 0.53 1.21 1.55
H -1.22 1.11 -1.60
H 1.84 0.94 -0.35
```

Its molar mass is 122.1 g mol⁻¹. The highest occupied orbital energy comes out at -12.94 eV. The orbital gap is 2.75 eV. The net charge is +1. Its LUMO energy is -10.19 eV.

***

#two
# C4H12NO3

The ion C4H12NO3 with charge +1 (ωB97M-V/def2-TZVPD, OMol25).

Geometry as XYZ:
```
20
C4H12NO3 (ωB97M-V/def2-TZVPD)
O 0.58 1.85 -1.04
O 1.56 1.08 1.46
O -0.46 -0.19 1.87
N 1.06 -0.73 0.15
C 0.30 0.31 0.88
C 0.52 -2.06 -0.20
C -0.48 1.35 -0.10
C -1.52 0.51 -0.77
H -2.18 1.21 -1.46
H -0.92 2.19 0.37
H -0.30 0.17 2.76
H -0.50 -2.08 0.24
H 1.53 1.85 0.86
H 0.45 -2.11 -1.28
H 0.07 2.08 -1.81
H 1.15 -2.87 0.16
H 1.12 -0.25 -0.76
H -2.22 0.22 -0.09
H 2.02 -0.77 0.52
H -0.99 -0.29 -1.41
```

Its molar mass is 122.1 g mol⁻¹. The highest occupied orbital energy comes out at -15.59 eV. The orbital gap is 12.53 eV. As for the structure (SMILES): C[NH2+]C(O)(O)[C@H](C)O. The net charge is +1. Its LUMO energy is -3.06 eV.

***

#three
# C4H12NO3

A cluster of 2 separate species, C4H12NO3 in total (ωB97M-V/def2-TZVPD, OMol25).

Geometry as XYZ:
```
20
C4H12NO3 (ωB97M-V/def2-TZVPD)
O 1.37 1.63 1.64
O 2.42 1.12 -0.14
O -0.78 -0.24 2.58
N -0.45 -0.08 0.02
C 1.45 1.52 0.31
C -1.04 -0.68 -1.38
C -0.11 1.51 -0.29
C -0.02 -1.77 -1.78
H -0.11 -2.05 -2.86
H -0.01 0.30 2.72
H 1.02 -1.51 -1.68
H -0.98 -0.14 0.92
H -0.70 2.10 0.29
H -0.18 -2.70 -1.28
H -2.10 -1.08 -1.27
H 2.16 1.27 2.05
H -1.13 0.19 -2.09
H 0.00 1.53 -1.25
H 0.50 -0.42 0.19
H -1.30 -0.50 3.31
```

Its molar mass is 122.1 g mol⁻¹. The highest occupied orbital energy comes out at -15.23 eV. The orbital gap is 12.11 eV. The net charge is +1. Its LUMO energy is -3.12 eV.

***

Last place for stability: #one